Entry 1:
{
  "formula": "C16H25F6FeN9O5PS2",
  "method": "wB97M-V/def2-TZVPD",
  "homo_lumo_gap_ev": [8.30, 7.88],
  "spin_multiplicity": 2,
  "relative_energy_ev": 0.000,
  "largest_force_ha_per_bohr": 0.032,
  "charge": 2,
  "total_energy_ev": -122285.429,
  "s2": 0.77,
  "homo_ev": [-14.88, -14.89],
  "species": ["Fe", "N", "C", "C", "N", "C", "C", "N", "C", "C", "N", "H", "H", "H", "H", "H", "H", "F", "C", "F", "F", "S", "O", "O", "N", "S", "O", "O", "C", "F", "F", "F", "C", "C", "C", "C", "N", "C", "N", "N", "N", "H", "H", "H", "H", "H", "H", "H", "H", "H", "H", "C", "P", "C", "C", "O", "H", "H", "H", "H", "H", "H", "H", "H", "H"],
  "xyz": [[-0.0957, -0.0312, -0.2773], [0.4499, -3.9263, 0.3293], [0.8519, -3.5788, 1.6005], [0.7155, -2.2289, 1.6943], [0.2337, -1.7653, 0.5003], [0.0836, -2.8059, -0.3041], [-0.4237, -2.4726, -1.6186], [-0.6766, -1.1845, -1.7886], [-1.1332, -1.0191, -3.0708], [-1.1563, -2.2381, -3.6734], [-0.7049, -3.1470, -2.7407], [0.4306, -4.8655, -0.0359], [1.1940, -4.3099, 2.3108], [0.9216, -1.5778, 2.5233], [-1.3874, -0.0562, -3.4777], [-1.4473, -2.5346, -4.6654], [-0.5944, -4.1360, -2.9011], [-1.3263, 3.6484, -3.2353], [-0.0718, 3.2441, -3.3894], [-0.0444, 2.2115, -4.2263], [0.6766, 4.2195, -3.8427], [0.5498, 2.6972, -1.7414], [-0.3881, 1.5963, -1.4136], [0.4868, 3.8193, -0.8679], [1.9905, 2.2077, -2.0586], [2.6489, 0.8372, -1.6821], [3.8629, 0.9640, -0.9650], [1.6676, -0.1239, -1.1402], [3.0394, 0.1003, -3.3272], [3.8012, 0.9225, -4.0102], [3.6532, -1.0540, -3.1320], [1.8970, -0.1130, -3.9805], [-5.4171, -0.8234, -2.1859], [-6.1858, -0.5478, -0.8969], [-6.4048, -1.8181, -0.0827], [-5.5295, 0.5668, -0.0776], [-4.1104, 0.2994, 0.2053], [-3.0359, 0.7061, -0.4559], [-1.9908, 0.1547, 0.1220], [-2.4514, -0.6083, 1.1419], [-3.7197, -0.5203, 1.1926], [-5.9485, -1.5578, -2.7892], [-4.4244, -1.2371, -1.9775], [-5.2986, 0.0771, -2.7939], [-7.1628, -0.1360, -1.1648], [-5.4609, -2.2454, 0.2616], [-6.9087, -2.5683, -0.6909], [-7.0237, -1.6281, 0.7944], [-6.0160, 0.7026, 0.8863], [-5.5538, 1.5127, -0.6180], [-3.0284, 1.3930, -1.2846], [2.4145, 2.8168, 1.6735], [0.8477, 2.0761, 2.1169], [0.9968, 1.4806, 3.7939], [-0.4668, 3.2924, 2.0901], [0.5102, 0.8704, 1.2237], [2.4563, 3.8392, 2.0502], [2.5502, 2.8473, 0.5965], [3.2250, 2.2373, 2.1159], [1.2133, 2.3146, 4.4636], [1.8091, 0.7569, 3.8586], [0.0616, 1.0121, 4.1009], [-0.0918, 4.2674, 2.4009], [-1.2600, 2.9807, 2.7698], [-0.8574, 3.3861, 1.0779]],
  "forces_ev_per_a": [[-0.203, 0.615, -1.505], [-0.014, -0.036, 0.026], [0.006, -0.022, -0.027], [-0.002, 0.003, -0.017], [0.037, -0.025, 0.186], [-0.049, 0.056, -0.060], [0.007, 0.053, 0.104], [0.100, 0.031, 0.095], [0.028, 0.001, 0.022], [-0.023, -0.034, -0.014], [-0.002, 0.007, -0.016], [0.012, -0.003, -0.008], [-0.007, -0.013, -0.003], [-0.005, 0.018, -0.014], [0.010, 0.011, 0.013], [0.011, -0.012, -0.004], [-0.010, -0.009, 0.010], [-0.016, 0.010, 0.016], [-0.032, -0.038, -0.027], [0.010, -0.027, 0.000], [0.015, 0.023, 0.002], [0.226, 0.096, -0.078], [-0.170, -0.253, 0.134], [0.039, -0.023, -0.008], [-0.086, -0.042, 0.182], [-0.009, 0.184, -0.046], [-0.016, 0.026, 0.029], [0.074, -0.370, 0.232], [-0.026, -0.034, -0.028], [0.022, 0.022, -0.003], [0.006, -0.019, 0.019], [-0.036, 0.015, -0.002], [0.001, 0.023, 0.001], [0.007, 0.008, -0.016], [0.015, 0.009, 0.016], [-0.031, 0.018, -0.004], [0.056, -0.010, -0.005], [0.118, 0.248, -0.068], [0.023, -0.607, 0.631], [-0.098, 0.071, -0.074], [-0.051, 0.032, 0.064], [-0.004, 0.005, -0.005], [-0.009, -0.021, -0.004], [0.008, 0.005, 0.009], [-0.011, -0.025, -0.003], [0.002, -0.011, -0.020], [-0.007, -0.001, 0.003], [0.010, 0.004, 0.006], [-0.004, -0.013, -0.003], [0.012, 0.008, 0.016], [0.008, -0.043, -0.038], [-0.026, -0.001, 0.023], [-0.122, -0.006, -0.001], [-0.021, 0.031, 0.016], [-0.009, -0.011, -0.045], [0.207, 0.052, 0.276], [0.009, -0.015, 0.053], [-0.024, 0.039, -0.068], [0.002, -0.018, -0.044], [0.008, -0.006, 0.009], [0.016, 0.013, -0.001], [-0.002, 0.007, 0.004], [-0.004, -0.008, 0.048], [-0.012, -0.014, -0.014], [0.039, 0.024, 0.027]]
}

Entry 2:
{
  "formula": "C6H8N2",
  "method": "wB97M-V/def2-TZVPD",
  "homo_lumo_gap_ev": 8.36,
  "relative_energy_ev": 4.535,
  "largest_force_ha_per_bohr": 0.120,
  "charge": 0,
  "total_energy_ev": -9327.173,
  "homo_ev": -7.69,
  "species": ["C", "C", "C", "C", "C", "C", "N", "N", "H", "H", "H", "H", "H", "H", "H", "H"],
  "xyz": [[-1.5026, 1.2788, -0.7970], [-0.6223, 2.1443, -0.1355], [-1.1566, 0.0096, -0.8905], [0.3689, 1.5724, 0.6751], [-0.0897, -0.5168, -0.0963], [0.4186, -1.9145, -0.1421], [1.9931, -0.5857, 1.5300], [0.6717, 0.3384, 0.5421], [-2.2960, 1.6832, -1.3644], [-0.9204, 3.0964, 0.0900], [-1.6814, -0.7997, -1.4010], [0.9266, 2.2831, 1.2566], [-0.3950, -2.6974, -0.4568], [1.2254, -1.9169, -0.8362], [0.7553, -2.0957, 0.8917], [2.4285, 0.1274, 2.0093]],
  "forces_ev_per_a": [[0.998, 2.822, -0.552], [-0.330, -2.852, 1.649], [1.052, -4.834, 1.236], [-1.179, 3.996, -1.857], [-0.508, 0.294, -2.356], [-2.748, -1.338, 0.591], [-3.008, -1.332, -2.920], [3.373, -3.738, 3.546], [-0.939, 0.324, -0.394], [-0.395, 2.523, 0.069], [-0.296, 0.659, -0.168], [0.586, -0.416, 0.487], [1.435, 1.627, 0.442], [0.860, -0.350, -0.346], [0.137, -0.400, -0.703], [0.961, 3.015, 1.278]]
}

Entry 3:
{
  "formula": "C25H32BrCrN6O",
  "method": "wB97M-V/def2-TZVPD",
  "homo_lumo_gap_ev": [8.47, 8.59],
  "spin_multiplicity": 4,
  "relative_energy_ev": 0.326,
  "largest_force_ha_per_bohr": 0.003,
  "charge": 2,
  "total_energy_ev": -135883.906,
  "s2": 3.84,
  "homo_ev": [-14.46, -14.63],
  "species": ["Cr", "C", "N", "C", "C", "C", "C", "C", "C", "C", "C", "H", "H", "H", "H", "H", "H", "H", "H", "H", "H", "H", "H", "C", "N", "C", "C", "O", "N", "C", "C", "H", "H", "H", "H", "H", "H", "H", "H", "H", "H", "H", "H", "Br", "C", "C", "C", "C", "C", "N", "H", "H", "H", "H", "N", "C", "C", "C", "C", "C", "N", "C", "H", "H", "H", "H"],
  "xyz": [[-0.3849, 0.4867, -0.0932], [-1.8363, 1.4519, 2.4903], [-0.5909, 0.7834, 2.0341], [0.5585, 1.4733, 2.6567], [-0.6509, -0.6261, 2.5192], [-1.5779, -1.4025, 1.6285], [-2.3506, -2.4541, 2.1034], [-3.1811, -3.1505, 1.2367], [-3.2491, -2.7869, -0.1003], [-2.4808, -1.7292, -0.5756], [-1.6350, -1.0328, 0.2822], [-1.9209, 1.3536, 3.5747], [-2.7012, 0.9880, 2.0222], [-1.8098, 2.5105, 2.2510], [0.4533, 1.4823, 3.7444], [0.6053, 2.5070, 2.3120], [1.4826, 0.9603, 2.3988], [-0.9728, -0.6387, 3.5641], [0.3597, -1.0326, 2.4750], [-2.3121, -2.7252, 3.1522], [-3.7839, -3.9687, 1.6066], [-3.9032, -3.3228, -0.7754], [-2.5528, -1.4751, -1.6281], [3.3808, 1.1958, -0.1061], [3.5235, -0.2274, 0.1700], [4.7848, -0.8171, -0.2884], [2.4330, -0.9618, 0.4431], [1.2739, -0.4725, 0.2428], [2.5592, -2.2041, 0.9345], [1.4501, -3.1517, 0.8812], [3.7136, -2.6531, 1.7117], [4.3217, 1.6890, 0.1305], [2.6065, 1.6346, 0.5182], [3.1467, 1.3790, -1.1578], [5.0692, -0.3275, -1.2198], [4.6606, -1.8761, -0.4898], [5.5843, -0.6734, 0.4373], [0.6555, -2.7752, 0.2458], [1.0492, -3.3316, 1.8805], [1.8138, -4.0998, 0.4849], [4.3200, -1.8065, 2.0187], [4.3278, -3.3622, 1.1567], [3.3422, -3.1501, 2.6077], [0.8455, 2.7707, -2.3458], [0.4809, 1.0487, -3.0274], [0.7648, 0.7885, -4.3551], [0.6059, -0.5093, -4.8095], [0.2028, -1.4918, -3.9151], [-0.0637, -1.1336, -2.6121], [0.0378, 0.1351, -2.1662], [1.1146, 1.5810, -5.0000], [0.8159, -0.7516, -5.8427], [0.0941, -2.5226, -4.2200], [-0.3778, -1.8661, -1.8832], [-1.8812, 6.5851, 0.2217], [-2.1700, 5.5241, -0.1065], [-2.5250, 4.1865, -0.4890], [-3.7251, 3.8871, -1.1300], [-3.9788, 2.5694, -1.4646], [-3.0439, 1.5990, -1.1520], [-1.8893, 1.8831, -0.5333], [-1.6407, 3.1579, -0.2156], [-4.4333, 4.6728, -1.3569], [-4.8956, 2.2869, -1.9615], [-3.2224, 0.5603, -1.3852], [-0.6972, 3.3791, 0.2690]],
  "forces_ev_per_a": [[0.017, -0.062, -0.008], [0.006, 0.001, -0.021], [-0.031, 0.002, 0.002], [0.004, -0.003, -0.002], [0.013, -0.016, -0.013], [-0.008, -0.019, -0.005], [0.006, 0.005, 0.003], [0.000, -0.004, -0.004], [-0.001, -0.004, -0.003], [-0.025, -0.009, 0.026], [-0.019, 0.017, 0.007], [-0.002, 0.002, -0.001], [0.003, 0.000, -0.003], [0.005, 0.040, -0.036], [-0.002, 0.002, 0.000], [-0.002, 0.002, -0.005], [-0.010, -0.003, 0.006], [0.005, -0.008, 0.001], [0.019, -0.024, -0.004], [-0.001, 0.000, -0.002], [0.000, 0.002, 0.000], [-0.001, 0.000, 0.000], [-0.026, 0.004, 0.012], [0.047, 0.007, 0.004], [0.034, 0.036, -0.021], [-0.001, 0.016, -0.013], [-0.036, -0.128, -0.029], [0.062, 0.161, 0.042], [-0.041, 0.021, -0.010], [0.017, 0.019, 0.017], [-0.003, 0.001, 0.018], [0.010, -0.011, 0.002], [-0.003, -0.009, -0.027], [0.019, -0.021, 0.043], [0.001, 0.004, 0.002], [0.004, 0.017, -0.006], [0.004, -0.001, -0.004], [-0.016, 0.021, -0.007], [-0.015, 0.010, 0.004], [-0.002, 0.001, -0.005], [-0.007, -0.012, 0.002], [-0.001, -0.004, 0.006], [-0.003, 0.000, 0.001], [-0.079, 0.030, 0.029], [0.072, 0.008, 0.014], [-0.004, 0.007, 0.004], [-0.004, -0.010, 0.009], [0.005, 0.012, -0.015], [-0.029, 0.032, -0.059], [-0.038, -0.141, 0.054], [-0.005, 0.000, -0.004], [-0.002, 0.000, 0.001], [0.007, 0.000, -0.002], [0.026, 0.009, -0.014], [0.047, -0.014, -0.016], [-0.088, 0.020, 0.027], [0.025, -0.009, -0.012], [0.007, 0.012, -0.004], [0.002, -0.013, 0.003], [-0.038, -0.019, 0.012], [0.086, 0.015, -0.029], [0.004, 0.014, 0.007], [-0.001, -0.001, 0.002], [0.000, -0.001, 0.002], [0.001, -0.003, -0.001], [-0.011, -0.006, 0.023]]
}